1.
The following is a quantum chemistry calculation of C11H13Cl2F8NO3 in the gas phase, from OMol25.

Structure (XYZ):
```
38
Properties=species:S:1:pos:R:3:forces:R:3:lowdin_charge:R:1
C 3.58974 -2.43223 0.21333 0.068 -0.149 -0.010 -0.103
C 2.96471 -1.99568 -1.10778 0.313 0.241 0.206 -0.735
Cl 1.57402 -3.02796 -1.53749 -0.182 -0.063 0.004 0.642
C 2.52985 -0.51834 -1.14644 -0.619 -0.410 -0.047 -0.680
Cl 3.88445 0.43700 -1.84402 0.210 0.015 0.006 0.719
O 2.21063 -0.07702 0.14909 0.745 0.018 0.025 -0.026
C 2.28346 1.26899 0.36882 0.238 0.204 0.397 -0.567
O 2.83718 1.68802 1.34728 -0.659 -0.253 -0.339 0.162
N 1.61140 2.04075 -0.61673 -0.228 0.087 0.210 0.044
C 0.75531 3.09375 -0.05320 -0.119 0.254 -0.244 -0.163
C -0.20814 2.61311 1.01665 -0.032 -0.228 0.143 -0.176
O -0.92024 1.43920 0.65330 0.023 0.064 -0.050 -0.119
C -2.04269 1.67357 -0.15316 0.206 0.048 0.098 -0.099
C -2.30004 0.45113 -1.01495 -0.057 -0.027 -0.313 -0.401
F -3.12466 0.83266 -2.04149 0.244 -0.070 0.201 0.114
F -1.15241 -0.01421 -1.56250 -0.326 0.100 0.128 0.134
C -3.05312 -0.71804 -0.32578 -0.054 -0.189 -0.159 -0.349
F -4.31019 -0.28177 -0.05955 0.232 -0.107 -0.058 0.142
F -3.11887 -1.74352 -1.20945 0.015 0.240 0.201 0.154
C -2.44672 -1.25955 0.99072 -0.029 0.012 -0.012 -0.361
F -2.67675 -0.34681 1.97615 -0.004 -0.128 -0.180 0.126
F -1.12000 -1.40488 0.84430 -0.129 -0.051 0.071 0.154
C -3.06330 -2.60355 1.48318 0.245 -0.206 -0.076 -0.268
F -4.29263 -2.80119 0.95209 0.183 0.078 0.212 0.098
F -2.27076 -3.64248 1.12487 -0.234 0.282 -0.032 0.095
H 4.42330 -3.10872 0.03523 -0.036 -0.057 -0.068 0.081
H 2.86030 -2.96100 0.82056 -0.064 0.118 0.100 0.071
H 3.95768 -1.58054 0.77816 0.026 0.079 -0.013 0.081
H 3.68454 -2.12770 -1.90842 -0.112 -0.013 -0.120 0.072
H 1.67409 -0.39211 -1.80513 0.103 0.193 -0.111 0.093
H 2.31319 2.47560 -1.20448 -0.023 -0.133 -0.166 0.103
H 1.33313 3.92945 0.35161 -0.006 -0.010 0.180 0.127
H 0.17238 3.49337 -0.88617 0.091 -0.017 -0.087 0.116
H -0.91042 3.42042 1.23740 0.019 0.132 0.076 0.131
H 0.31301 2.36349 1.93970 0.069 -0.013 -0.031 0.130
H -2.93275 1.86718 0.45268 -0.065 0.050 0.004 0.147
H -1.89878 2.51822 -0.83112 0.031 -0.042 -0.119 0.142
H -3.12991 -2.56860 2.57274 -0.079 -0.048 -0.026 0.171
```
Positions in Å, forces in eV/Å.

Structure (SMILES): C[C@@H](Cl)[C@H](Cl)OC(=O)NCCOCC(F)(F)C(F)(F)C(F)(F)C(F)F

2.
The following is a quantum chemistry calculation of C2H2As3Cl3CuF18O3 as an isolated structure, from OMol25.

Structure (XYZ):
```
32
Properties=species:S:1:pos:R:3:forces:R:3:lowdin_charge:R:1
Cu 4.17445 -24.25960 27.81540 -1.465 0.396 1.277 0.392
As 2.21300 -20.78451 27.58902 0.670 -0.519 0.640 0.712
F 3.54064 -19.66642 27.85116 -0.021 0.187 -0.347 -0.296
F 1.06935 -19.46941 27.67652 0.000 0.195 -0.295 -0.289
F 0.96244 -21.91578 27.33276 -0.240 -0.077 0.041 -0.220
F 3.42026 -22.09976 27.55750 0.001 0.098 -0.241 -0.294
F 2.12573 -20.94856 29.30050 -0.203 -0.058 0.114 -0.244
F 2.39954 -20.61239 25.87716 0.059 0.364 -0.100 -0.266
As 2.04744 -25.03949 24.51274 -0.777 -0.345 0.110 0.722
F 3.14543 -24.97164 25.91270 0.360 0.003 -0.088 -0.294
F 3.39754 -25.43127 23.47485 0.261 0.301 -0.024 -0.292
F 0.98452 -25.08339 23.10684 0.282 -0.060 0.015 -0.301
F 0.68620 -24.75003 25.50520 0.078 0.098 0.113 -0.222
F 2.29011 -23.35014 24.28699 0.272 0.044 -0.210 -0.249
F 1.85126 -26.74737 24.75280 0.081 -0.012 -0.045 -0.264
As 0.67720 -26.29180 29.20915 0.189 0.988 -1.007 0.714
F -0.63478 -27.12976 30.01304 -0.202 -0.023 0.074 -0.304
F 1.77458 -27.37699 30.01462 0.137 -0.116 -0.135 -0.279
F 2.02583 -25.52233 28.35937 -0.189 -0.365 0.364 -0.273
F -0.43614 -25.20840 28.42971 -0.188 -0.161 0.077 -0.268
F 0.79533 -25.14888 30.48183 0.069 -0.181 0.438 -0.238
F 0.50217 -27.34840 27.83809 0.121 -0.456 0.262 -0.276
O 5.55163 -24.43700 31.14105 -0.073 0.094 0.162 -0.006
C 4.21659 -24.00945 31.12840 -1.792 0.471 0.190 -0.788
O 3.71390 -23.87015 32.26971 0.747 -0.095 -0.193 -0.064
O 3.64702 -23.80312 30.04034 1.331 -0.489 -1.094 -0.023
H 5.60256 -24.43589 32.10896 0.589 -0.256 -0.039 0.065
C 7.49923 -22.96363 25.18902 -0.271 -0.283 0.207 -1.521
Cl 8.55881 -24.24496 24.58157 0.252 -0.177 -0.135 0.482
Cl 8.39419 -21.94518 26.32956 -0.167 0.045 -0.191 0.508
Cl 6.05498 -23.66069 25.90356 -0.015 0.088 -0.084 0.662
H 7.17881 -22.40166 24.32236 0.102 0.298 0.144 0.013
```
Positions in Å, forces in eV/Å.

Net charge: -3

For each record above, in turn, the calculated E_LUMO values are 0.49 5.23 eV.
For each record above, in turn, the calculated energy values are -2426.74076 -11829.55063 hartree.